No. 1
DFT (ωB97M-V/def2-TZVPD) results for a cluster of 2 separate species, H2NO4PS in total at a distorted geometry.

Output
Net charge = -2
E_LUMO (spin up / spin down) = 5.55 / 6.50 eV
Energy above the lowest of the compared OMol25 structures with the same formula, charge and spin = 269.3 kJ/mol
Orbital gap (spin up / spin down) = 5.16 / 6.17 eV

```
9
H2NO4PS | the OMol25 dataset | ωB97M-V/def2-TZVPD
S 0.85431 1.88327 -0.19680
P 2.09378 3.23561 -1.79581
O 3.34731 3.35575 -0.98328
O 0.99884 4.31118 -1.87842
O 2.09767 2.27444 -2.91941
O 0.91083 2.77738 1.04197
N -0.16909 -1.14942 0.34276
H -1.17929 -0.72401 0.62056
H -0.01886 -0.84742 -0.54834
```

Atom charges from the Mulliken analysis, given in e for atoms 1 to 4: number 1, S, carries -0.017; number 2, P, carries 0.877; number 3, O, carries -0.711; number 4, O, carries -0.735

=====

No. 2
DFT (ωB97M-V/def2-TZVPD) results for a structure of composition H2NO5P at a distorted geometry.

Output
Net charge = -2
E_LUMO (spin up / spin down) = 7.01 / 7.01 eV
Energy above the lowest of the compared OMol25 structures with the same formula, charge and spin = 141.0 kJ/mol
Orbital gap (spin up / spin down) = 6.11 / 6.11 eV

```
9
H2NO5P | the OMol25 dataset | ωB97M-V/def2-TZVPD
P 2.64687 0.19466 -0.06983
O 3.23780 -0.44546 -1.23424
O 3.66694 0.83717 0.93887
O -0.44969 1.37148 0.42731
O 1.50421 1.14350 -0.61121
O 1.80460 -1.06243 0.68296
N -1.40142 0.83754 -0.11989
H 1.22082 -0.32313 0.90321
H -1.44425 -0.23582 0.29775
```

Atom charges from the Mulliken analysis, given in e for atoms 1 to 4: number 1, P, carries 0.891; number 2, O, carries -0.803; number 3, O, carries -0.861; number 4, O, carries -0.149

=====

No. 3
DFT (ωB97M-V/def2-TZVPD) results for a cluster of 2 separate species, H2NOS2 in total at a distorted geometry.

Output
Net charge = -1
E_LUMO = 3.46 eV
Energy above the lowest of the compared OMol25 structures with the same formula, charge and spin = 128.6 kJ/mol
Orbital gap = 6.60 eV

```
6
H2NOS2 | the OMol25 dataset | ωB97M-V/def2-TZVPD
S 1.41886 -0.73285 -1.90658
S -1.33846 0.73183 0.01186
O -1.17402 0.91364 2.46033
N -1.63376 0.22785 1.52653
H 0.29284 -0.53327 -1.16018
H 2.43454 -0.60720 -0.93196
```

Atom charges from the Mulliken analysis, given in e for atoms 1 to 4: number 1, S, carries -0.355; number 2, S, carries -0.447; number 3, O, carries -0.442; number 4, N, carries 0.014

=====

No. 4
DFT (ωB97M-V/def2-TZVPD) results for a structure of composition H2O13S3Zn at a distorted geometry.

Output
Net charge = -4
E_LUMO = 9.67 eV
Energy above the lowest of the compared OMol25 structures with the same formula, charge and spin = 0.0 kJ/mol
Orbital gap = 5.32 eV

```
19
H2O13S3Zn | the OMol25 dataset | ωB97M-V/def2-TZVPD
Zn -3.05217 1.52046 20.48439
S -4.26603 3.41684 19.04595
S -1.68795 -0.62004 18.22377
S -3.60142 0.81886 23.03041
O -2.35514 -1.82283 17.64776
O -4.25373 3.34907 17.57416
O -2.46621 -0.17788 19.44417
O -1.59103 0.45913 17.22530
O -2.84180 3.35051 19.55907
O -0.30864 -1.00454 18.69400
O -0.88361 1.45592 20.81347
O -4.73867 0.80193 23.98909
O -2.36692 0.43274 23.77598
O -3.40719 2.17641 22.40995
O -4.99716 4.62663 19.48303
O -3.82103 -0.07140 21.85605
O -4.85938 2.16948 19.64437
H -0.28313 2.19920 20.86161
H -0.38485 0.64721 20.95457
```

Atom charges from the Mulliken analysis, given in e for atoms 1 to 4: number 1, Zn, carries 1.113; number 2, S, carries 1.303; number 3, S, carries 0.980; number 4, S, carries 1.334

=====

No. 5
DFT (ωB97M-V/def2-TZVPD) results for a structure of composition H2O2PS at a distorted geometry.

Output
2S+1 = 3
Net charge = -1
E_LUMO (spin up / spin down) = 4.30 / 3.06 eV
Energy above the lowest of the compared OMol25 structures with the same formula, charge and spin = 0.0 kJ/mol
Orbital gap (spin up / spin down) = 5.72 / 6.89 eV

```
6
H2O2PS | the OMol25 dataset | ωB97M-V/def2-TZVPD
S -1.77992 -0.45534 1.15654
P 0.43667 0.12589 -0.30438
O 1.45383 1.01149 -0.95159
O -0.57385 0.88713 0.59466
H 0.91526 -0.88600 0.54066
H -0.45198 -0.68317 -1.03589
```

Atom charges from the Mulliken analysis, given in e for atoms 1 to 4: number 1, S, carries -0.543; number 2, P, carries 0.605; number 3, O, carries -0.682; number 4, O, carries -0.374

=====

No. 6
DFT (ωB97M-V/def2-TZVPD) results for the molecule H2O3S2 at a distorted geometry.

Output
E_LUMO = 0.07 eV
Energy above the lowest of the compared OMol25 structures with the same formula, charge and spin = 14.3 kJ/mol
Orbital gap = 9.75 eV

```
7
H2O3S2 | the OMol25 dataset | ωB97M-V/def2-TZVPD
S 2.05046 0.95279 -0.09647
S 0.22537 0.31619 0.12583
O 0.12163 -1.22368 0.60222
O -0.85372 1.08895 0.67272
O -0.17528 0.12181 -1.36772
H -0.22121 -1.13660 1.60538
H -1.14726 -0.11947 -1.54197
```

Atom charges from the Mulliken analysis, given in e for atoms 1 to 4: number 1, S, carries -0.275; number 2, S, carries 0.947; number 3, O, carries -0.432; number 4, O, carries -0.526

=====

No. 7
DFT (ωB97M-V/def2-TZVPD) results for a cluster of 2 separate species, H2O3SSi in total at a distorted geometry.

Output
E_LUMO = -1.25 eV
Energy above the lowest of the compared OMol25 structures with the same formula, charge and spin = 151.7 kJ/mol
Orbital gap = 9.55 eV

```
7
H2O3SSi | the OMol25 dataset | ωB97M-V/def2-TZVPD
S -0.35969 1.77298 -0.24798
Si 0.15830 -1.33414 -0.22971
O -0.92987 0.94205 0.78679
O 0.79174 2.51536 0.15539
O 0.18489 -0.25261 -1.32292
H 1.27910 -2.07283 0.14896
H -1.12447 -1.57081 0.70946
```

Atom charges from the Mulliken analysis, given in e for atoms 1 to 4: number 1, S, carries 0.816; number 2, Si, carries 0.587; number 3, O, carries -0.485; number 4, O, carries -0.394

=====

No. 8
DFT (ωB97M-V/def2-TZVPD) results for the molecule H2O4S2 at a distorted geometry.

Output
E_LUMO = 0.07 eV
Energy above the lowest of the compared OMol25 structures with the same formula, charge and spin = 567.9 kJ/mol
Orbital gap = 9.80 eV

```
8
H2O4S2 | the OMol25 dataset | ωB97M-V/def2-TZVPD
S -1.42413 -1.46124 0.20976
S -1.02032 0.43545 0.54030
O 1.41937 -1.10058 -0.77033
O 1.46439 0.03452 -0.01124
O -2.03134 1.36751 0.08554
O 0.35858 0.85058 -0.32812
H -0.71528 0.83844 1.79722
H 1.94873 -0.96468 -1.52312
```

Atom charges from the Mulliken analysis, given in e for atoms 1 to 4: number 1, S, carries -0.240; number 2, S, carries 0.682; number 3, O, carries -0.239; number 4, O, carries -0.080

=====

no.,E_tot (Ha)
1,-1096.42661
2,-773.45541
3,-927.53730
4,-3953.05530
5,-891.20493
6,-1023.24368
7,-914.55581
8,-1098.27455